ORCA calculation (ωB97M-V with the def2-TZVPD basis set) on a cluster of 5 separate species, C17H48N6O5 in total in a non-equilibrium geometry.

The geometry in ORCA input format:
```
! wB97M-V def2-TZVPD RIJCOSX def2/J DEFGRID3
* xyz 0 1
C 1.026 4.600 -0.211
O 1.615 3.333 -0.065
C 1.486 2.477 -1.194
C 2.198 1.166 -0.931
C 1.883 0.028 -1.880
N 1.978 0.680 0.433
H 1.466 5.373 0.415
H -0.032 4.499 0.057
H 1.010 5.042 -1.214
H 0.447 2.318 -1.510
H 1.987 3.016 -2.004
H 3.255 1.453 -1.060
H 0.849 -0.316 -1.921
H 2.462 -0.830 -1.524
H 2.247 0.144 -2.906
H 1.988 1.581 0.912
H 2.760 0.092 0.740
C 6.124 -3.942 -0.665
O 5.874 -2.896 0.272
C 4.606 -2.977 0.906
C 4.477 -1.802 1.872
C 3.071 -1.798 2.462
N 4.597 -0.566 1.031
H 5.408 -4.761 -0.580
H 7.135 -4.308 -0.499
H 6.047 -3.540 -1.677
H 3.781 -3.039 0.184
H 4.534 -3.955 1.399
H 5.309 -1.838 2.576
H 2.306 -1.904 1.693
H 2.841 -0.972 3.135
H 2.884 -2.658 3.119
H 4.976 -0.957 0.173
H 5.266 0.135 1.320
C -0.336 -4.567 2.219
O -1.740 -4.603 2.306
C -2.403 -3.419 2.001
C -3.828 -3.701 1.530
C -4.613 -2.397 1.329
N -4.497 -4.610 2.533
H -0.027 -4.159 3.187
H -0.022 -4.006 1.330
H 0.281 -5.455 2.045
H -2.396 -2.739 2.864
H -1.953 -2.878 1.155
H -3.851 -4.277 0.603
H -4.110 -1.677 0.677
H -4.654 -1.840 2.270
H -5.620 -2.491 0.928
H -3.734 -5.286 2.578
H -4.422 -4.101 3.414
C -0.623 3.100 -3.931
O -1.799 2.849 -3.214
C -2.612 3.979 -3.082
C -3.998 3.665 -2.524
C -4.924 4.855 -2.754
N -4.031 3.347 -1.108
H -0.791 3.321 -4.991
H 0.010 2.212 -3.924
H -0.041 3.917 -3.492
H -2.125 4.786 -2.516
H -2.848 4.411 -4.064
H -4.280 2.818 -3.164
H -4.997 5.077 -3.824
H -4.554 5.759 -2.272
H -5.967 4.677 -2.493
H -4.914 2.976 -0.789
H -3.321 2.718 -0.768
N -1.318 1.254 0.740
C -1.453 0.606 1.912
N -0.382 -0.194 2.174
O -2.415 0.797 2.663
H -2.081 1.905 0.642
H -0.400 1.462 0.383
H 0.426 -0.215 1.566
H -0.499 -0.749 3.003
*
```

LUMO energy = 0.50 eV
ΔE to the lowest compared entry with this formula, charge and spin = 140.1 kJ/mol
HOMO-LUMO gap = 0.354 Eh
highest occupied orbital energy = -9.129 eV

Atom charges from the Löwdin analysis, given in e for atoms 1 to 8: C -0.103; O -0.197; C -0.209; C -0.432; C -0.058; N 0.034; H 0.088; H 0.089

=====

ORCA calculation (ωB97M-V with the def2-TZVPD basis set) on a structure of composition C17H48N6O9P3ReS in a non-equilibrium geometry.

The geometry in ORCA input format:
```
! wB97M-V def2-TZVPD RIJCOSX def2/J DEFGRID3
* xyz 3 2
Re -0.192 0.237 0.138
N -0.566 1.702 -4.861
C 0.088 0.912 -3.785
C 0.986 -0.128 -4.411
P -1.250 0.143 -2.769
O -1.807 1.462 -2.022
O -2.258 -0.565 -3.551
O -0.507 -0.672 -1.668
P 1.015 2.031 -2.605
O 0.082 3.329 -2.839
O 2.422 2.239 -2.950
O 0.798 1.517 -1.173
H -1.368 1.168 -5.236
H 0.100 1.891 -5.627
H -0.882 2.605 -4.469
H 0.461 -0.682 -5.190
H 1.304 -0.849 -3.660
H 1.880 0.339 -4.828
H -2.761 1.573 -2.056
H 0.428 4.149 -2.480
C 0.678 1.597 4.824
O -0.095 1.292 3.679
C -1.333 0.710 4.006
C -1.957 0.196 2.714
O -1.033 -0.595 1.946
C -0.721 -1.844 2.562
H 0.134 2.257 5.509
H 1.570 2.102 4.468
H 0.965 0.681 5.358
H -2.019 1.445 4.448
H -1.192 -0.097 4.737
H -2.223 1.044 2.075
H -2.851 -0.396 2.940
H -1.647 -2.379 2.790
H -0.152 -1.699 3.481
H -0.129 -2.432 1.864
C 4.721 1.974 -0.767
N 3.441 2.072 -0.116
C 2.870 3.389 -0.037
P 2.930 0.822 0.848
O 1.499 0.927 1.315
N 3.314 -0.633 0.117
C 2.793 -1.726 0.924
C 3.020 -0.829 -1.291
N 3.904 0.866 2.225
C 5.182 0.202 2.293
C 3.835 2.103 2.968
H 4.586 2.151 -1.839
H 5.150 0.988 -0.607
H 5.408 2.737 -0.390
H 2.826 3.802 -1.047
H 3.486 4.063 0.569
H 1.869 3.335 0.387
H 3.037 -1.569 1.974
H 3.236 -2.663 0.591
H 1.698 -1.793 0.815
H 3.315 0.037 -1.874
H 1.948 -1.022 -1.447
H 3.579 -1.700 -1.634
H 5.167 -0.712 1.706
H 5.400 -0.047 3.335
H 6.000 0.838 1.942
H 2.850 2.547 2.838
H 4.598 2.821 2.649
H 4.008 1.905 4.028
C -6.161 -2.844 0.304
N -5.371 -1.726 -0.176
C -6.036 -0.454 -0.016
C -4.074 -1.831 -0.485
S -3.100 -0.433 -0.108
N -3.569 -2.932 -1.023
C -2.150 -3.190 -0.992
C -4.365 -3.873 -1.783
H -6.620 -2.559 1.255
H -5.549 -3.723 0.475
H -6.966 -3.091 -0.393
H -7.093 -0.593 -0.245
H -5.618 0.282 -0.697
H -5.952 -0.073 1.007
H -1.823 -3.394 0.030
H -1.590 -2.337 -1.382
H -1.933 -4.054 -1.613
H -5.346 -3.465 -2.001
H -4.463 -4.823 -1.256
H -3.862 -4.054 -2.734
*
```

LUMO energy (spin up / spin down) = -12.10 / -11.70 eV
HOMO-LUMO gap (spin up / spin down) = 0.137 / 0.155 Eh
highest occupied orbital energy (spin up / spin down) = -15.823 / -15.924 eV

Atom charges from the Löwdin analysis, given in e for atoms 1 to 8: Re 1.810; N 0.216; C -0.499; C -0.041; P 0.338; O -0.214; O -0.206; O -0.501

=====

ORCA calculation (ωB97M-V with the def2-TZVPD basis set) on a structure of composition C17H49AsF6O7 in a non-equilibrium geometry.

The geometry in ORCA input format:
```
! wB97M-V def2-TZVPD RIJCOSX def2/J DEFGRID3
* xyz 0 1
O -7.694 -10.504 -4.384
H -7.158 -9.843 -3.941
H -7.570 -10.350 -5.324
H -7.485 -11.393 -4.090
As -9.639 -6.336 -3.164
F -7.934 -6.334 -2.631
F -9.051 -5.777 -4.756
F -11.290 -6.403 -3.745
F -10.103 -6.887 -1.531
F -9.933 -4.588 -2.846
F -9.477 -8.061 -3.759
C -4.247 -7.381 -3.671
C -5.519 -7.250 -4.500
O -6.465 -8.060 -3.879
H -4.516 -7.159 -2.638
H -3.630 -6.567 -4.053
H -3.705 -8.316 -3.809
H -5.431 -7.607 -5.526
H -5.889 -6.226 -4.470
H -6.917 -7.521 -3.226
C -6.783 -10.896 -9.024
C -6.706 -9.614 -8.237
C -7.389 -8.461 -8.981
O -7.365 -9.803 -7.020
H -6.397 -10.702 -10.025
H -7.728 -11.417 -9.183
H -6.099 -11.657 -8.650
H -5.691 -9.296 -7.999
H -6.623 -7.763 -9.318
H -7.982 -7.865 -8.287
H -7.801 -8.685 -9.965
H -8.229 -9.413 -7.172
C -3.190 -11.643 -6.334
C -4.333 -12.453 -5.576
C -3.894 -12.738 -4.134
O -5.517 -11.757 -5.671
H -2.474 -12.307 -6.819
H -2.744 -11.002 -5.573
H -3.555 -10.909 -7.052
H -4.527 -13.365 -6.140
H -3.144 -13.527 -4.193
H -4.640 -13.233 -3.513
H -3.585 -11.777 -3.724
H -5.547 -11.312 -6.521
C -5.227 -10.808 -0.511
C -6.680 -10.482 -0.259
C -6.949 -9.266 0.552
O -7.282 -10.442 -1.510
H -5.285 -11.739 -1.074
H -4.755 -10.883 0.469
H -4.687 -10.156 -1.198
H -7.104 -11.316 0.301
H -7.784 -9.502 1.211
H -7.298 -8.462 -0.095
H -6.122 -8.931 1.178
H -8.207 -10.274 -1.319
C -10.161 -13.486 -4.232
C -8.802 -13.889 -4.887
C -8.749 -13.484 -6.350
O -7.894 -13.116 -4.260
H -10.879 -14.292 -4.384
H -10.709 -12.592 -4.529
H -10.002 -13.390 -3.158
H -8.733 -14.971 -4.771
H -9.573 -13.970 -6.873
H -7.839 -13.702 -6.909
H -8.992 -12.430 -6.487
H -7.010 -13.453 -4.424
C -11.050 -9.930 -7.746
C -11.199 -9.313 -6.369
C -12.352 -9.929 -5.513
O -10.048 -9.644 -5.657
H -11.822 -9.437 -8.338
H -11.202 -11.008 -7.703
H -10.120 -9.682 -8.257
H -11.104 -8.228 -6.350
H -13.375 -9.597 -5.691
H -12.109 -9.793 -4.459
H -12.329 -11.013 -5.618
H -10.098 -9.296 -4.764
*
```

LUMO energy = 0.23 eV
HOMO-LUMO gap = 0.368 Eh
highest occupied orbital energy = -9.782 eV

Atom charges from the Löwdin analysis, given in e for atoms 1 to 8: O 0.253; H 0.095; H 0.079; H 0.094; As 0.916; F -0.267; F -0.285; F -0.266